Density functional theory data (the ωB97M-V functional and the def2-TZVPD basis) for a cluster of 14 separate species, C72H198N24O20P8S3 in total.

Properties
Kohn-Sham gap (eV): 8.326
Electronic energy (hartree): -9606.499176
Maximum force (Eh/bohr): 0.0833
LUMO level (Ha): 0.010
Highest occupied orbital energy (eV): -8.0621

Geometry as ORCA input:
```
! RIJCOSX wB97M-V def2-TZVPD def2/J DEFGRID3
* xyz 0 1
C -4.07217 -4.40781 1.85186
O -3.45973 -5.52303 2.57275
C -4.41071 -6.05343 3.49063
C -3.66463 -7.21424 4.05842
O -4.31917 -7.89554 5.08059
C -4.37542 -7.18370 6.33287
H -4.90584 -3.97094 2.45388
H -4.56719 -4.89224 0.97952
H -3.29372 -3.63463 1.52996
H -5.32377 -6.43689 3.06628
H -4.63114 -5.27598 4.30001
H -2.65423 -6.87694 4.42490
H -3.58709 -7.99052 3.25180
H -5.40503 -7.11732 6.57340
H -3.80694 -6.27607 6.31890
H -3.75356 -7.81141 6.92314
C -0.35053 1.72155 5.28255
O -1.10795 2.76166 5.84462
C -0.82490 4.02986 5.27970
C 0.58242 4.57846 5.27767
O 1.12068 5.08017 6.50439
C 1.29440 4.07795 7.43670
H -0.67416 0.70873 5.63616
H 0.68771 1.69634 5.56778
H -0.33198 1.65954 4.19028
H -1.43663 4.68135 5.94022
H -1.15825 4.05081 4.22748
H 0.51728 5.33818 4.53111
H 1.27903 3.83002 4.88717
H 0.46507 3.41937 7.58346
H 1.56177 4.53496 8.41155
H 2.16450 3.49394 7.10159
C -6.43488 1.94112 6.93720
O -5.79432 1.35028 5.84036
C -4.33745 1.27791 5.88293
C -4.03047 1.02256 4.40782
O -4.47419 -0.24367 3.92645
C -5.71037 -0.30796 3.21744
H -7.47372 2.08662 6.61445
H -5.90996 2.89367 7.22399
H -6.28618 1.30021 7.81821
H -3.92390 0.56943 6.62420
H -3.91466 2.26974 6.08732
H -2.92234 0.84175 4.32576
H -4.28840 1.83025 3.77658
H -5.59252 0.08702 2.17810
H -6.58912 0.21780 3.66334
H -6.00467 -1.40549 3.12661
O 0.61424 -4.91664 -3.02504
P 0.93711 -6.06539 -2.10404
N 2.20770 -5.79653 -1.02130
C 3.37901 -6.59889 -0.81740
C 2.29436 -4.52442 -0.23202
N 1.20832 -7.38261 -3.02204
C 0.94676 -8.71909 -2.48629
C 1.84788 -7.30871 -4.32139
N -0.40486 -6.18037 -1.08194
C -1.70737 -6.25130 -1.67941
C -0.38132 -6.76013 0.22513
H 3.19342 -7.49149 -1.35217
H 3.58103 -6.73654 0.24452
H 4.25534 -6.15239 -1.24469
H 1.77715 -3.76055 -0.71235
H 3.31098 -4.27922 -0.03045
H 1.78973 -4.72363 0.68758
H 1.88334 -9.33260 -2.53106
H 0.62796 -8.75787 -1.44164
H 0.09657 -9.14395 -3.03320
H 1.58955 -6.31584 -4.71919
H 2.93477 -7.40972 -4.12852
H 1.59797 -8.20813 -4.91930
H -2.42393 -5.78789 -0.99338
H -1.70221 -5.74327 -2.62107
H -2.04211 -7.26812 -1.77806
H -1.19581 -6.32586 0.75149
H 0.54699 -6.61917 0.76457
H -0.51674 -7.83095 0.15397
O 2.21503 7.01221 1.26114
P 2.48789 5.56096 0.99464
N 1.10867 4.67587 0.54048
C 0.16667 4.34475 1.62753
C 0.42079 5.01721 -0.69577
N 3.05820 4.70956 2.31684
C 4.04894 5.38100 3.15780
C 2.98615 3.27867 2.55747
N 3.47636 5.41827 -0.25114
C 4.26558 6.61136 -0.71866
C 4.09081 4.22022 -0.75102
H 0.54336 4.23301 2.64849
H -0.34148 3.46767 1.39832
H -0.65694 5.13808 1.71882
H -0.39178 4.29242 -0.82146
H 1.14809 4.94836 -1.55460
H -0.07626 6.00085 -0.83964
H 3.82047 5.27153 4.19081
H 4.97023 4.86207 3.07623
H 4.20183 6.43649 2.84495
H 2.86658 3.05720 3.61881
H 2.17777 2.76313 2.03547
H 3.99748 2.84211 2.31991
H 3.60434 7.40703 -1.11076
H 5.00885 6.85706 0.11487
H 4.89228 6.19953 -1.48593
H 5.14878 4.17699 -0.41266
H 4.16505 4.28431 -1.82177
H 3.49624 3.38833 -0.39871
O 2.46735 9.16430 -1.81164
P 1.14428 9.64392 -2.30522
N 0.98700 11.30389 -2.26622
C 2.11159 12.15615 -1.64667
C -0.27298 11.98929 -2.64700
N -0.11489 9.02128 -1.42299
C 0.02711 9.00421 -0.01669
C -1.50151 9.11963 -1.80958
N 0.71792 9.19925 -3.86269
C 1.50981 9.72287 -4.91129
C 0.29403 7.81332 -4.16147
H 1.74978 12.73150 -0.78014
H 2.42982 12.88670 -2.44691
H 2.97561 11.54876 -1.35131
H -0.07885 12.88547 -3.18623
H -0.97244 12.12689 -1.78938
H -0.85062 11.23209 -3.33664
H -0.27282 9.93457 0.43283
H -0.58154 8.20146 0.45771
H 0.98887 8.62830 0.35159
H -1.63988 9.12972 -2.88547
H -1.98703 8.19673 -1.44525
H -2.06480 9.97602 -1.29808
H 1.55500 10.78943 -4.91984
H 2.54821 9.30141 -4.94000
H 1.07380 9.44538 -5.86715
H 1.11151 7.09880 -4.28940
H -0.25142 7.97957 -5.09058
H -0.35767 7.53049 -3.38806
O 4.80760 -3.16720 -1.80920
P 5.34838 -2.46615 -2.94961
N 6.98569 -3.02455 -3.18493
C 7.76668 -2.51872 -4.27176
C 7.23311 -4.38257 -2.81553
N 5.40197 -0.78366 -2.98789
C 4.22955 0.06577 -3.18645
C 6.59028 -0.09312 -2.65116
N 4.53906 -2.73866 -4.33647
C 3.91032 -3.97681 -4.40554
C 4.73696 -2.01776 -5.60363
H 8.85878 -2.44616 -4.06241
H 7.32650 -1.53042 -4.53099
H 7.69517 -3.18801 -5.12215
H 7.55313 -4.96961 -3.65503
H 6.42042 -4.84585 -2.34970
H 8.05246 -4.47118 -2.13310
H 4.04354 0.55625 -2.22908
H 4.25889 0.81406 -4.07923
H 3.33688 -0.60142 -3.46715
H 7.37028 -0.83674 -2.43175
H 6.88189 0.63269 -3.39709
H 6.45225 0.38689 -1.65211
H 4.07007 -4.52071 -3.50067
H 2.80519 -3.99822 -4.38954
H 4.26339 -4.56359 -5.25896
H 3.76401 -1.88627 -6.02757
H 5.39235 -2.51305 -6.35695
H 5.13365 -0.95544 -5.44051
O 2.39628 0.19021 3.53301
P 3.63373 -0.60213 3.88525
N 5.00379 -0.28225 3.02531
C 6.23621 0.25284 3.59461
C 5.03880 -0.31818 1.53586
N 3.51977 -2.23243 3.64256
C 4.55903 -3.26920 3.52628
C 2.33250 -2.79854 4.22133
N 4.04355 -0.35892 5.48318
C 4.91683 -1.29957 6.23767
C 3.24141 0.69014 6.19981
H 7.01184 -0.47944 3.83085
H 6.03624 0.85710 4.47393
H 6.73535 0.92653 2.89858
H 5.81282 -1.09681 1.18708
H 5.34453 0.62443 1.17284
H 4.08303 -0.62101 1.15631
H 4.73596 -3.90161 4.49206
H 4.41383 -3.94055 2.67507
H 5.48771 -2.71598 3.40274
H 1.60480 -2.06912 4.38372
H 1.88298 -3.61629 3.61705
H 2.48902 -3.28680 5.22560
H 5.31972 -0.76910 7.08694
H 4.22847 -2.04534 6.55298
H 5.74795 -1.69402 5.64413
H 3.87981 1.34934 6.75030
H 2.56006 0.27553 6.91196
H 2.60587 1.17822 5.44268
O -2.56153 -5.05382 7.87560
P -2.04484 -3.99578 6.95784
N -1.53167 -2.66565 7.82943
C -0.45743 -1.69670 7.48207
C -1.86075 -2.70584 9.28957
N -3.16406 -3.50022 5.84651
C -2.57817 -2.52382 4.91887
C -4.31007 -2.87825 6.49522
N -0.68271 -4.39082 6.03365
C -0.82415 -5.23288 4.82583
C 0.42703 -4.84131 6.88589
H -0.69628 -0.63469 7.71753
H -0.12769 -1.91070 6.46618
H 0.50079 -2.01996 7.98084
H -1.38448 -3.48104 9.81570
H -2.97032 -2.85876 9.44321
H -1.57928 -1.74867 9.67529
H -1.49468 -2.63609 4.80812
H -3.12162 -2.48580 3.98349
H -2.61458 -1.58139 5.43056
H -4.16224 -1.93193 7.03157
H -5.14229 -2.70718 5.82287
H -4.69126 -3.51555 7.29619
H -1.85296 -5.06714 4.41279
H 0.01385 -5.05010 4.19478
H -0.86542 -6.32528 5.14189
H 1.43479 -4.51282 6.48832
H 0.39459 -5.92509 6.84642
H 0.20246 -4.61413 7.93942
O -1.85790 0.29754 -1.32843
P -0.68126 -0.14915 -0.47576
N -0.10678 -1.68542 -0.86525
C 0.92127 -1.95948 -1.84968
C -1.11597 -2.78742 -0.76895
N -1.03372 -0.32093 1.14995
C -0.33612 -1.22618 1.98516
C -2.05381 0.57419 1.76973
N 0.59524 0.82390 -0.71241
C 1.75929 0.93859 0.13924
C 0.55775 1.63060 -1.94841
H 1.94885 -1.86507 -1.40150
H 0.78122 -1.27989 -2.68907
H 0.75653 -2.98497 -2.27136
H -1.79400 -2.48389 0.00215
H -0.63754 -3.70665 -0.51479
H -1.57807 -2.96805 -1.75589
H -0.79649 -2.22840 1.95254
H 0.70757 -1.40524 1.63074
H -0.27470 -0.81247 2.98921
H -2.59473 1.18457 0.99402
H -2.81444 -0.02945 2.25581
H -1.69327 1.28314 2.51189
H 1.96489 2.00475 0.31332
H 1.61161 0.44248 1.04545
H 2.67352 0.45992 -0.34185
H 1.06975 2.58879 -1.79218
H -0.48906 1.83806 -2.15062
H 0.95739 1.09292 -2.82253
O 0.94020 -0.15847 -6.97835
P -0.07286 -1.23832 -7.18059
N -1.44710 -0.61626 -7.90463
C -1.24235 0.05914 -9.18158
C -2.68134 -1.28228 -7.82556
N -0.67913 -1.99199 -5.76840
C 0.09105 -3.11858 -5.24431
C -1.24290 -1.07228 -4.79919
N 0.61083 -2.48889 -8.06637
C 2.02634 -2.53308 -8.35958
C -0.31408 -3.51692 -8.55346
H -0.16998 0.44864 -9.27409
H -1.92559 0.87029 -9.24762
H -1.45248 -0.69494 -9.98471
H -3.50289 -0.57822 -7.91081
H -2.71633 -1.86004 -6.90591
H -2.87528 -1.96942 -8.69702
H 0.62268 -2.90549 -4.29891
H -0.50437 -3.99205 -4.99739
H 0.77148 -3.47271 -5.99589
H -1.55239 -1.62075 -3.90167
H -0.63591 -0.22362 -4.44963
H -2.09909 -0.64436 -5.28966
H 2.21075 -2.71337 -9.42430
H 2.51231 -1.63419 -7.97946
H 2.45701 -3.43458 -7.93127
H -1.37147 -3.41895 -8.32638
H 0.04563 -4.43543 -8.05191
H -0.24970 -3.63011 -9.66137
C -5.51403 3.50443 -2.06882
C -5.43450 1.97596 -1.96181
C -4.64902 1.60613 -0.71854
S -4.75083 3.02712 0.39960
O -3.38221 3.45889 0.51094
O -5.57150 2.76612 1.56545
C -5.72730 4.08807 -0.68601
H -6.31462 3.86394 -2.71596
H -4.62844 3.87007 -2.58573
H -5.05589 1.45277 -2.83130
H -6.46523 1.65171 -1.89985
H -3.66668 1.44897 -0.97331
H -5.03841 0.69571 -0.16683
H -5.46800 5.20671 -0.71741
H -6.72119 3.93214 -0.43385
C -2.11110 2.39682 -4.52867
C -3.01605 2.11617 -5.71993
C -2.56741 2.85408 -6.92963
S -0.91836 3.54686 -6.59667
O -1.07095 4.92242 -6.19870
O 0.04314 3.30952 -7.64137
C -0.69732 2.66802 -5.03225
H -2.14146 1.56862 -3.79806
H -2.51883 3.27244 -3.94979
H -4.08218 2.29199 -5.49995
H -2.95026 1.07793 -6.07028
H -3.29330 3.65628 -7.11922
H -2.48449 2.11614 -7.68070
H -0.15598 3.36833 -4.36612
H 0.04936 1.81281 -5.23852
C -5.45803 -2.43696 -3.44906
C -5.62525 -1.08647 -2.75194
C -6.09805 -1.36583 -1.23423
S -7.26268 -2.68640 -1.51941
O -8.32609 -2.15462 -2.43462
O -7.62354 -3.46534 -0.38691
C -6.08183 -3.59048 -2.59362
H -4.32543 -2.60964 -3.60269
H -6.03358 -2.40832 -4.35701
H -6.45844 -0.50470 -3.23754
H -4.68155 -0.49124 -2.72258
H -6.72455 -0.59969 -0.83639
H -5.33678 -1.68440 -0.53510
H -6.48761 -4.41491 -3.17357
H -5.32097 -3.90300 -1.83184
*
```